Here is a 10-piece molecular cluster, C80H174N10O10 overall in a non-equilibrium geometry from the Open Molecules 2025 dataset. Energies are from wB97M-V/def2-TZVPD.

```
274
C80H174N10O10, DFT wB97M-V/def2-TZVPD
C 4.124 -6.434 -3.576
C 2.792 -5.756 -3.607
C 2.111 -6.073 -2.306
C 3.013 -4.283 -3.900
C 1.703 -3.573 -4.210
C 0.988 -4.175 -5.414
C 0.872 -5.656 -5.350
C -0.331 -5.975 -4.452
C 0.652 -6.165 -6.807
N 2.130 -6.289 -4.868
O 1.881 -7.698 -4.670
H 4.672 -6.299 -4.501
H 4.692 -5.976 -2.738
H 4.090 -7.506 -3.264
H 2.022 -7.127 -2.149
H 2.707 -5.674 -1.507
H 1.079 -5.623 -2.214
H 3.511 -3.896 -3.036
H 3.599 -4.122 -4.772
H 1.017 -3.682 -3.357
H 1.820 -2.480 -4.333
H 1.709 -3.987 -6.259
H 0.112 -3.661 -5.720
H -0.481 -6.998 -4.171
H -1.220 -5.553 -4.995
H -0.305 -5.347 -3.528
H -0.099 -5.624 -7.354
H 0.501 -7.206 -6.871
H 1.564 -5.924 -7.378
H 2.466 -7.967 -5.422
C -1.315 -7.692 2.922
C -1.469 -6.159 3.020
C -0.250 -5.517 2.360
C -2.771 -5.720 2.327
C -3.227 -4.293 2.622
C -3.398 -4.161 4.145
C -2.164 -4.540 4.893
C -1.137 -3.383 4.767
C -2.577 -4.619 6.358
N -1.707 -5.895 4.448
O -0.477 -6.083 5.165
H -2.149 -8.241 3.409
H -1.209 -8.034 1.827
H -0.424 -8.094 3.439
H 0.550 -5.510 3.065
H 0.082 -6.126 1.532
H -0.336 -4.484 2.051
H -2.597 -5.817 1.234
H -3.606 -6.395 2.554
H -2.497 -3.625 2.222
H -4.185 -4.119 2.175
H -4.268 -4.721 4.520
H -3.643 -3.146 4.332
H -1.493 -2.539 5.373
H -1.052 -2.992 3.730
H -0.125 -3.613 5.004
H -3.078 -3.667 6.665
H -1.779 -4.801 6.991
H -3.198 -5.545 6.440
H -0.802 -6.718 5.836
C 0.590 3.636 4.659
C 1.513 2.445 4.920
C 2.252 2.716 6.308
C 0.686 1.132 5.013
C 1.586 -0.142 5.166
C 2.466 -0.063 3.889
C 3.260 1.219 3.616
C 4.623 1.240 4.443
C 3.673 1.166 2.117
N 2.356 2.382 3.744
O 3.249 3.511 3.652
H 0.206 3.551 3.654
H -0.315 3.601 5.363
H 1.014 4.596 4.776
H 2.544 1.755 6.696
H 3.183 3.282 6.129
H 1.734 3.221 7.124
H -0.075 1.305 5.805
H -0.044 1.048 4.124
H 2.191 -0.178 6.090
H 0.889 -0.988 5.155
H 1.704 -0.162 3.076
H 3.147 -0.937 3.808
H 4.849 2.242 4.816
H 5.482 0.908 3.858
H 4.476 0.638 5.352
H 4.318 0.345 1.860
H 4.053 2.126 1.758
H 2.803 1.081 1.452
H 2.966 4.010 2.920
C -3.461 -0.633 -3.456
C -3.582 -1.498 -4.758
C -2.268 -2.434 -4.906
C -4.695 -2.490 -4.664
C -6.086 -1.919 -4.909
C -6.018 -1.315 -6.350
C -4.930 -0.204 -6.504
C -4.775 0.256 -7.944
C -5.412 0.949 -5.559
N -3.681 -0.843 -6.069
O -2.529 -0.023 -6.282
H -2.986 0.355 -3.637
H -4.499 -0.540 -3.110
H -2.856 -1.235 -2.802
H -2.201 -3.100 -4.069
H -2.321 -3.045 -5.807
H -1.328 -1.787 -4.904
H -4.567 -3.363 -5.279
H -4.628 -3.037 -3.679
H -6.738 -2.815 -4.863
H -6.337 -1.111 -4.205
H -6.954 -0.963 -6.654
H -5.870 -2.232 -6.965
H -4.684 -0.635 -8.602
H -3.852 0.762 -8.113
H -5.627 0.785 -8.383
H -6.341 1.338 -5.962
H -4.685 1.750 -5.540
H -5.456 0.638 -4.552
H -2.080 -0.556 -7.010
C -6.572 1.639 -0.066
C -6.947 1.548 1.382
C -8.445 1.907 1.509
C -6.807 0.067 1.889
C -6.668 -0.096 3.433
C -5.675 0.974 4.013
C -5.908 2.412 3.520
C -7.130 3.093 4.248
C -4.639 3.219 3.872
N -5.969 2.447 2.059
O -6.186 3.753 1.632
H -7.059 0.876 -0.638
H -6.829 2.599 -0.538
H -5.538 1.434 -0.099
H -9.121 1.288 0.960
H -8.772 1.690 2.499
H -8.604 2.917 1.236
H -7.682 -0.391 1.527
H -6.011 -0.455 1.314
H -7.625 0.015 3.910
H -6.257 -1.037 3.668
H -4.682 0.709 3.591
H -5.589 0.925 5.066
H -7.326 4.093 3.818
H -6.917 3.198 5.343
H -7.969 2.467 4.075
H -4.752 4.283 3.529
H -3.743 2.760 3.427
H -4.457 3.140 4.981
H -5.315 3.978 1.255
C 6.058 -4.494 0.169
C 5.442 -3.154 0.540
C 4.166 -2.900 -0.152
C 5.171 -3.171 2.032
C 6.407 -3.182 2.824
C 7.261 -1.923 2.517
C 7.519 -1.725 1.010
C 7.968 -0.310 0.855
C 8.741 -2.680 0.576
N 6.303 -1.993 0.280
O 6.548 -1.792 -1.095
H 6.914 -4.806 0.770
H 5.267 -5.223 0.340
H 6.305 -4.612 -0.900
H 4.352 -2.794 -1.223
H 3.452 -3.739 0.072
H 3.762 -1.926 0.309
H 4.633 -2.272 2.181
H 4.562 -4.033 2.220
H 6.192 -3.115 3.939
H 6.979 -4.114 2.743
H 8.230 -2.003 3.066
H 6.808 -0.976 2.883
H 7.094 0.248 1.240
H 8.247 0.126 -0.079
H 8.771 -0.212 1.567
H 9.735 -2.352 0.955
H 8.847 -2.815 -0.498
H 8.603 -3.758 0.971
H 5.884 -1.105 -1.419
C -0.791 2.191 -0.964
C -0.768 0.987 -0.012
C -0.226 1.423 1.380
C -2.201 0.464 0.305
C -2.193 -0.934 0.961
C -1.472 -1.875 0.070
C -0.048 -1.438 -0.179
C 0.789 -1.707 1.107
C 0.579 -2.332 -1.241
N -0.094 -0.079 -0.738
O 1.296 0.412 -0.904
H -1.330 3.068 -0.561
H 0.258 2.535 -1.225
H -1.288 1.925 -1.910
H -0.389 0.554 2.028
H 0.834 1.539 1.469
H -0.689 2.342 1.702
H -2.682 1.177 0.990
H -2.753 0.386 -0.612
H -1.693 -0.959 2.003
H -3.280 -1.296 1.092
H -2.044 -1.995 -0.864
H -1.473 -2.906 0.535
H 1.773 -1.212 1.073
H 0.967 -2.731 1.310
H 0.290 -1.273 1.952
H 0.004 -2.065 -2.221
H 0.357 -3.384 -1.066
H 1.648 -2.032 -1.501
H 1.283 0.579 -1.849
C 3.642 8.938 -1.227
C 2.738 8.481 -0.077
C 3.183 9.282 1.201
C 1.284 8.649 -0.302
C 0.410 7.902 0.655
C 0.773 6.409 0.643
C 2.212 6.102 0.971
C 2.531 6.259 2.474
C 2.519 4.643 0.561
N 3.082 6.976 0.093
O 4.447 6.954 0.631
H 3.604 9.985 -1.397
H 4.646 8.645 -0.971
H 3.372 8.499 -2.168
H 3.078 10.352 0.851
H 2.449 9.051 1.971
H 4.178 8.953 1.486
H 1.097 9.721 -0.245
H 0.951 8.158 -1.201
H 0.509 8.295 1.658
H -0.725 8.026 0.508
H 0.548 6.029 -0.365
H 0.085 5.706 1.204
H 2.522 7.236 2.866
H 3.588 5.887 2.615
H 1.916 5.661 3.133
H 1.931 3.949 1.130
H 3.565 4.357 0.779
H 2.363 4.490 -0.444
H 4.916 6.521 -0.037
C -2.777 4.737 -3.559
O -2.936 4.926 -2.176
C -3.705 6.026 -1.748
C -4.559 5.545 -0.534
C -5.400 6.690 0.043
N -3.795 4.852 0.454
H -3.675 4.462 -4.144
H -2.120 3.893 -3.740
H -2.370 5.651 -3.827
H -3.069 6.908 -1.458
H -4.396 6.309 -2.509
H -5.276 4.862 -0.967
H -4.820 7.407 0.697
H -6.187 6.250 0.702
H -5.786 7.294 -0.775
H -3.370 5.458 1.112
H -3.024 4.352 0.029
C 2.293 0.646 -4.839
O 2.866 0.906 -3.619
C 4.296 0.950 -3.585
C 4.731 1.167 -2.069
C 6.245 1.455 -2.043
N 4.443 0.079 -1.209
H 2.787 -0.117 -5.449
H 2.315 1.554 -5.471
H 1.278 0.358 -4.587
H 4.667 -0.005 -3.937
H 4.728 1.800 -4.228
H 4.239 2.101 -1.745
H 6.696 0.546 -2.390
H 6.699 1.599 -1.038
H 6.461 2.280 -2.684
H 4.928 0.323 -0.358
H 3.477 -0.156 -1.100
```

=====

58
Properties=species:S:1:pos:R:3 method="wB97M-V/def2-TZVPD" charge=+1
C 4.414 2.819 4.451
N 4.565 1.520 3.835
C 5.936 1.089 3.602
C 6.344 1.453 2.207
F 7.638 1.149 1.915
F 5.536 0.804 1.302
F 6.159 2.796 1.980
C 3.490 0.732 3.568
C 3.561 -0.691 3.576
C 2.410 -1.443 3.497
C 1.133 -0.836 3.290
C -0.042 -1.615 3.206
C -1.342 -1.046 2.941
C -2.133 -1.496 1.846
C -3.299 -0.851 1.487
C -3.850 0.150 2.335
N -5.033 0.764 2.056
C -5.667 0.716 0.755
C -5.833 1.384 3.108
C -5.609 2.867 3.259
F -6.785 3.554 3.401
F -4.831 3.152 4.361
F -4.960 3.409 2.180
C -3.127 0.526 3.503
C -1.872 0.009 3.740
C 1.104 0.589 3.131
C 2.236 1.346 3.305
H 3.574 2.821 5.163
H 5.335 3.048 5.002
H 4.238 3.607 3.700
H 6.583 1.640 4.293
H 6.028 0.006 3.714
H 4.527 -1.178 3.701
H 2.468 -2.529 3.597
H 0.008 -2.654 3.515
H -1.756 -2.320 1.237
H -3.839 -1.146 0.584
H -4.939 0.446 -0.018
H -6.493 -0.013 0.736
H -6.082 1.707 0.521
H -6.889 1.245 2.842
H -5.596 0.923 4.073
H -3.543 1.276 4.175
H -1.282 0.417 4.558
H 0.167 1.088 2.889
H 2.188 2.434 3.229
C 1.429 -5.572 3.372
N 1.627 -4.775 2.171
N 0.504 -3.925 1.915
C -0.693 -4.697 1.592
H 2.309 -6.209 3.476
H 1.328 -4.970 4.291
H 0.546 -6.206 3.247
H 2.451 -4.177 2.242
H 0.781 -3.303 1.158
H -1.483 -4.398 2.284
H -1.019 -4.463 0.573
H -0.509 -5.766 1.690

=====

Here is an isolated molecule of C6H13NO3 in a non-equilibrium geometry from the Open Molecules 2025 dataset. Energies are from wB97M-V/def2-TZVPD.

```
23
C6H13NO3, DFT wB97M-V/def2-TZVPD
C 2.194 0.094 -0.470
C 1.111 -0.708 0.417
N 0.214 -1.651 -0.154
C -0.669 -0.922 -1.239
C -1.528 0.206 -0.565
O -2.653 -0.414 0.127
C -0.649 1.129 0.461
O -0.051 2.002 -0.413
C 0.360 0.303 1.268
O -0.438 -0.532 2.100
H 2.545 0.861 0.112
H 1.732 0.560 -1.350
H 3.032 -0.562 -0.793
H 1.617 -1.224 1.206
H 0.678 -2.397 -0.603
H -1.414 -1.692 -1.694
H 0.006 -0.477 -1.982
H -2.000 0.986 -1.245
H -3.305 0.328 0.150
H -1.365 1.602 1.241
H 0.506 2.638 -0.015
H 0.982 1.071 1.840
H -0.904 -1.200 1.602
```

=====

Asked for energy above the lowest of the compared OMol25 structures with the same formula, charge and spin across the records above, the calculation gives 140.9 0.0 287.2 kJ/mol in order.
Asked for energy across the records above, the calculation gives -4452.012009 -1634.333097 -516.829702 a.u. in order.
Asked for E_HOMO across the records above, the calculation gives -7.9 -10.4 -9.2 eV in order.